(1)
DFT (ωB97M-V/def2-TZVPD) results for a structure of composition Ag2I8.

CARTESIAN COORDINATES (ANGSTROEM)
Ag -2.755 -0.145 0.511
Ag 0.786 -0.075 2.272
I 1.808 2.933 1.823
I 3.152 -1.205 3.195
I 4.097 -0.521 -2.685
I -3.982 -1.185 -1.762
I -2.094 -0.060 3.090
I 2.705 1.204 -1.216
I -0.190 -1.000 -0.886
I -3.528 0.054 -4.342

Calculated values
2S+1: 3
Net charge: -4
Gap between HOMO and LUMO (spin up / spin down) (eV): 1.86 / 4.13
HOMO (spin up / spin down) (eV): 5.4 / 2.9
⟨S²⟩: 2.010

(2)
DFT (ωB97M-V/def2-TZVPD) results for a cluster of 2 separate species, C23H43N5O5 in total.

CARTESIAN COORDINATES (ANGSTROEM)
C 2.503 0.505 -1.716
C 1.900 -0.823 -2.484
O 2.677 -1.909 -2.726
N 0.434 -0.967 -2.940
C -0.216 -1.724 -1.768
C -1.530 -2.629 -2.261
C -2.842 -1.935 -1.565
C -4.290 -2.450 -2.134
C -5.563 -2.172 -1.115
C -7.061 -2.094 -1.854
C -7.481 -0.586 -1.367
N -8.680 0.296 -1.767
C -9.719 -0.504 -2.528
C -8.034 1.357 -2.682
C -6.716 1.040 -3.639
O -8.496 2.617 -2.717
N -6.692 0.102 -0.444
C -5.492 -0.817 -0.136
C -5.118 -1.063 1.468
O -4.734 0.247 2.045
N -3.431 0.516 1.846
O -3.417 1.576 1.192
H 1.876 0.808 -0.755
H 3.600 0.242 -1.328
H 2.565 1.422 -2.463
H 0.019 0.001 -2.949
H 0.559 -2.344 -1.143
H -0.624 -0.865 -1.047
H -1.635 -2.587 -3.442
H -1.339 -3.755 -1.920
H -2.850 -2.052 -0.400
H -2.773 -0.770 -1.813
H -4.520 -1.804 -3.111
H -4.216 -3.570 -2.487
H -5.713 -3.164 -0.469
H -7.761 -3.012 -1.569
H -6.777 -2.044 -2.993
H -9.284 -0.923 -3.546
H -10.267 -1.323 -1.883
H -10.564 0.275 -2.843
H -6.440 1.956 -4.352
H -5.734 0.820 -3.024
H -6.929 0.059 -4.285
H -6.903 1.058 -0.070
H -4.600 -0.085 -0.443
H -4.164 -1.748 1.480
H -5.970 -1.591 2.070
C 7.901 -0.474 2.682
C 7.398 0.607 1.689
C 8.209 1.909 1.917
C 7.854 2.591 3.235
C 6.355 2.846 3.340
C 5.458 1.620 3.019
N 5.918 0.830 1.828
O 5.485 1.515 0.676
C 5.366 0.672 4.241
C 3.987 2.151 2.879
C 7.772 0.004 0.295
H 8.912 -0.807 2.420
H 7.982 -0.128 3.710
H 7.255 -1.360 2.665
H 8.036 2.616 1.093
H 9.285 1.692 1.905
H 8.194 1.993 4.086
H 8.390 3.545 3.303
H 6.133 3.225 4.345
H 6.113 3.665 2.649
H 4.786 -0.228 3.999
H 4.857 1.162 5.082
H 6.330 0.359 4.635
H 3.896 2.945 2.128
H 3.635 2.586 3.823
H 3.294 1.345 2.612
H 7.224 -0.929 0.114
H 8.843 -0.228 0.242
H 7.571 0.689 -0.537

Calculated values
2S+1: 2
Net charge: +1
Energy above the lowest of the compared OMol25 structures with the same formula, charge and spin (kcal/mol): 233.9
Gap between HOMO and LUMO (spin up / spin down) (eV): 5.56 / 6.14
HOMO (spin up / spin down) (eV): -10.4 / -10.9
⟨S²⟩: 0.755

(3)
DFT (ωB97M-V/def2-TZVPD) results for a structure of composition C3H6N.

CARTESIAN COORDINATES (ANGSTROEM)
C -1.749 0.205 0.015
C -0.530 -0.410 -0.096
C 1.248 0.449 0.097
N 2.291 -0.102 -0.002
H -2.213 0.547 -0.895
H -2.087 0.570 0.977
H -0.288 -0.790 0.886
H -0.304 -1.008 -0.977
H 1.090 1.502 0.276
H 2.543 -0.962 -0.282

Calculated values
Net charge: +1
Energy above the lowest of the compared OMol25 structures with the same formula, charge and spin (kcal/mol): 69.1
Gap between HOMO and LUMO (eV): 8.89
HOMO (eV): -15.9

(4)
DFT (ωB97M-V/def2-TZVPD) results for an isolated molecule of C7H9N3O3.

CARTESIAN COORDINATES (ANGSTROEM)
C -2.399 -3.211 1.502
C -2.673 -1.693 1.491
O -1.353 -1.012 1.303
C -1.062 -0.696 0.093
O -1.830 -1.002 -0.875
C 0.137 0.101 -0.003
C 0.752 0.693 1.069
N 1.745 1.598 1.007
C 2.206 1.765 -0.254
N 3.245 2.581 -0.603
N 1.636 1.277 -1.348
C 0.632 0.419 -1.222
O 0.061 0.028 -2.396
H -3.239 -3.690 1.995
H -1.521 -3.324 2.176
H -2.121 -3.481 0.527
H -3.064 -1.237 2.509
H -3.363 -1.340 0.714
H 0.307 0.551 2.032
H 3.559 3.454 0.117
H 3.297 2.959 -1.577
H -0.814 -0.461 -2.195

Calculated values
Net charge: 0
Energy above the lowest of the compared OMol25 structures with the same formula, charge and spin (kcal/mol): 22.7
Gap between HOMO and LUMO (eV): 9.73
HOMO (eV): -9.3

(5)
DFT (ωB97M-V/def2-TZVPD) results for a structure of composition C16H17N6O2SeSiW.

CARTESIAN COORDINATES (ANGSTROEM)
W -0.517 0.205 0.666
N 1.801 0.024 -0.174
C 2.146 1.445 -0.268
C 3.444 1.929 -0.165
C 3.672 3.291 -0.318
C 2.629 4.146 -0.599
C 1.307 3.682 -0.717
C 0.214 4.522 -1.017
C -1.040 3.943 -1.188
C -1.237 2.598 -1.022
N -0.215 1.708 -0.632
C 1.072 2.297 -0.538
H 1.910 -0.405 -1.109
H 2.472 -0.453 0.439
H 4.260 1.252 0.031
H 4.673 3.680 -0.226
H 2.798 5.199 -0.746
H 0.360 5.582 -1.130
H -1.885 4.553 -1.464
H -2.196 2.134 -1.248
O -4.763 -0.042 -0.055
C -3.653 0.146 0.190
N -2.492 0.348 0.421
C 0.997 -4.910 0.335
Si -0.707 -4.587 -0.472
C -0.890 -4.612 -2.377
C -2.229 -4.967 0.613
Se -0.598 -1.969 -0.042
H 1.218 -5.959 0.507
H 1.020 -4.400 1.297
H 1.795 -4.492 -0.276
H -0.942 -5.623 -2.773
H -0.051 -4.107 -2.854
H -1.800 -4.089 -2.673
H -2.417 -6.032 0.714
H -3.123 -4.503 0.200
H -2.075 -4.555 1.610
O 0.560 0.082 2.125
N -0.734 0.383 2.599
C -0.904 1.758 2.471
C 0.264 2.545 2.416
N 1.270 3.111 2.388
C -2.188 2.323 2.528
N -3.226 2.817 2.534

Calculated values
Net charge: +1
Gap between HOMO and LUMO (spin up / spin down) (eV): 5.89 / 5.88
HOMO (spin up / spin down) (eV): -10.7 / -10.7

(6)
DFT (ωB97M-V/def2-TZVPD) results for an isolated molecule of C5H9N.

CARTESIAN COORDINATES (ANGSTROEM)
C 1.584 -0.215 -0.041
C 0.632 -0.795 -1.102
C 0.686 0.757 0.656
N -0.604 0.495 0.464
C -1.697 1.049 0.980
C -0.744 -0.668 -0.449
H 1.964 -1.009 0.624
H 2.461 0.262 -0.494
H 0.673 -0.174 -2.002
H 0.861 -1.827 -1.388
H 0.970 1.555 1.329
H -1.576 1.834 1.714
H -2.665 0.705 0.651
H -1.560 -0.473 -1.149
H -1.009 -1.535 0.165

Calculated values
Net charge: 0
Energy above the lowest of the compared OMol25 structures with the same formula, charge and spin (kcal/mol): 47.8
Gap between HOMO and LUMO (eV): 7.43
HOMO (eV): -6.3

(7)
DFT (ωB97M-V/def2-TZVPD) results for a structure of composition C43H36MoN9O4P2SSe3.

CARTESIAN COORDINATES (ANGSTROEM)
Mo -0.990 -1.185 -1.222
Se 1.706 1.903 4.758
P 2.468 0.436 3.462
C 4.110 0.909 2.839
C 4.179 1.906 1.873
C 5.410 2.352 1.434
C 6.573 1.813 1.960
C 6.502 0.828 2.932
C 5.273 0.380 3.379
C 2.666 -1.209 4.229
C 2.268 -1.427 5.539
C 2.421 -2.683 6.102
C 2.963 -3.716 5.357
C 3.343 -3.499 4.041
C 3.196 -2.249 3.470
C 1.580 0.068 1.961
C 0.278 0.206 1.466
N 0.245 -0.515 0.327
N 1.449 -1.033 0.138
N 2.250 -0.709 1.093
P -0.999 1.376 1.900
Se -2.510 1.419 0.436
C -0.067 2.952 1.856
C 0.764 3.068 0.742
C 1.480 4.227 0.514
C 1.363 5.295 1.390
C 0.509 5.199 2.473
C -0.216 4.042 2.704
C -1.556 0.758 3.522
C -1.730 1.484 4.689
C -2.186 0.843 5.828
C -2.487 -0.507 5.803
C -2.332 -1.230 4.631
C -1.874 -0.599 3.492
H 3.266 2.334 1.478
H 5.465 3.124 0.679
H 7.536 2.165 1.620
H 7.407 0.406 3.345
H 5.209 -0.379 4.146
H 1.851 -0.608 6.109
H 2.121 -2.852 7.126
H 3.094 -4.693 5.801
H 3.758 -4.307 3.457
H 3.472 -2.068 2.441
H 0.843 2.249 0.036
H 2.128 4.291 -0.349
H 1.926 6.201 1.215
H 0.405 6.032 3.153
H -0.880 3.999 3.550
H -1.494 2.533 4.725
H -2.306 1.409 6.740
H -2.855 -0.994 6.694
H -2.575 -2.281 4.603
H -1.772 -1.151 2.565
C -0.236 -2.676 -4.742
C -1.607 -2.494 -4.207
N -1.963 -1.868 -3.097
C -3.309 -2.052 -2.957
C -3.792 -2.773 -4.031
N -2.689 -3.027 -4.807
C -5.145 -3.202 -4.427
O -6.125 -2.909 -3.597
O -5.322 -3.765 -5.488
C -3.903 -1.604 -1.690
O -5.129 -1.667 -1.513
O -3.038 -1.189 -0.859
H 0.478 -2.154 -4.110
H -0.172 -2.335 -5.776
H 0.012 -3.740 -4.695
H -2.712 -3.648 -5.603
H -5.818 -2.436 -2.751
C 2.365 0.014 -4.308
N 1.058 0.402 -4.746
C 0.622 0.528 -6.034
C -0.669 0.932 -6.005
N -1.050 1.048 -4.678
C 0.026 0.700 -3.899
S 0.195 0.868 -2.237
C -2.280 1.514 -4.221
C -2.957 2.500 -4.946
C -4.179 2.929 -4.478
C -4.687 2.356 -3.312
C -3.913 1.427 -2.638
N -2.730 1.012 -3.064
H 3.124 0.548 -4.880
H 2.512 -1.062 -4.423
H 2.450 0.266 -3.251
H 1.262 0.327 -6.871
H -1.354 1.102 -6.809
H -2.498 2.932 -5.822
H -4.719 3.708 -4.998
H -5.650 2.642 -2.926
H -4.262 0.997 -1.706
C -1.076 -3.038 0.100
H -0.312 -2.985 0.878
H -1.957 -3.591 0.439
Se -1.192 -4.900 -2.150
C -0.559 -3.408 -1.189
N 0.244 -2.539 -1.729

Calculated values
Net charge: -1
Energy above the lowest of the compared OMol25 structures with the same formula, charge and spin (kcal/mol): 35.5
Gap between HOMO and LUMO (spin up / spin down) (eV): 5.50 / 5.46
HOMO (spin up / spin down) (eV): -3.7 / -3.6

(8)
DFT (ωB97M-V/def2-TZVPD) results for an isolated molecule of C6H12O.

CARTESIAN COORDINATES (ANGSTROEM)
C 1.359 0.987 0.572
C 0.639 -0.334 0.214
C 1.640 -1.133 -0.628
C -0.686 -0.221 -0.552
C -1.995 -0.774 -0.025
C -1.800 0.700 -0.124
O -1.672 1.377 1.090
H 0.824 1.672 1.238
H 2.282 0.737 1.110
H 1.638 1.544 -0.330
H 0.447 -0.873 1.150
H 2.622 -1.151 -0.142
H 1.766 -0.646 -1.604
H 1.320 -2.163 -0.802
H -0.570 -0.317 -1.632
H -2.679 -1.266 -0.713
H -2.008 -1.160 0.991
H -2.334 1.251 -0.904
H -0.794 1.769 1.090

Calculated values
Net charge: 0
Energy above the lowest of the compared OMol25 structures with the same formula, charge and spin (kcal/mol): 32.1
Gap between HOMO and LUMO (eV): 10.85
HOMO (eV): -9.8